Entry 1:
A structure of composition CN3O5S. Source: the Open Molecules 2025 dataset; level of theory: ωB97M-V/def2-TZVPD.

Summary:
Frontier orbital gap (eV): 9.45
Calculated total energy (eV): -26576.3766
Multiplicity: 1
ΔE to the lowest compared entry with this formula, charge and spin (kcal/mol): 75.6
Net charge: -1
Lowest unoccupied orbital energy (eV): 3.608

Last column: Löwdin charge in e.
Geometry (Å):
C: 2.384 -0.219 -0.110  -0.6866
N: 3.278 0.461 -0.287  0.0907
N: -1.129 -0.912 -0.129  -0.0013
N: -2.224 -0.280 -0.069  -0.5833
O: -3.329 -0.789 -0.137  0.0355
O: -2.146 0.961 0.077  -0.0551
O: 0.164 0.920 1.389  -0.2521
O: 0.336 1.201 -1.057  -0.2596
O: 1.485 -1.020 0.044  -0.0842
S: -0.142 0.449 0.080  0.7959

Cartesian forces (eV/Å) of the 2 atoms listed first:
0.585 -0.993 -0.041
2.803 2.368 -0.438

Entry 2:
The ion C2H3N2OS with charge +1. Source: the Open Molecules 2025 dataset; level of theory: ωB97M-V/def2-TZVPD.

Summary:
Frontier orbital gap (eV): 6.86
Calculated total energy (eV): -17971.7976
Multiplicity: 1
ΔE to the lowest compared entry with this formula, charge and spin (kcal/mol): 130.3
Net charge: +1
Lowest unoccupied orbital energy (eV): -7.583
SMILES: S=C/N=[N+]1\CO1

Last column: Löwdin charge in e.
Geometry (Å):
S: 4.191 -0.058 -0.002  0.9165
C: 2.540 -0.185 -0.001  -0.6185
N: 1.811 0.936 0.007  0.1150
N: 0.588 1.042 0.020  -0.0559
C: -0.789 0.752 0.001  0.0756
O: -0.248 2.071 -0.014  0.1776
H: 2.065 -1.168 -0.006  0.0787
H: -1.264 0.445 0.931  0.1558
H: -1.237 0.405 -0.927  0.1553

Cartesian forces (eV/Å) of the 2 atoms listed first:
-2.089 0.036 -0.001
2.700 -2.580 0.047

Entry 3:
An isolated molecule of C4H7N3O. Source: the Open Molecules 2025 dataset; level of theory: ωB97M-V/def2-TZVPD.

Summary:
Frontier orbital gap (eV): 9.78
Calculated total energy (eV): -10773.8798
Multiplicity: 1
ΔE to the lowest compared entry with this formula, charge and spin (kcal/mol): 135.3
Lowest unoccupied orbital energy (eV): 0.722
SMILES: O=C1NN[C@H]2C[C@@H]2N1

Last column: Löwdin charge in e.
Geometry (Å):
O: -2.427 -0.507 -0.234  -0.0119
C: -1.205 -0.219 -0.018  -0.5000
N: -0.814 1.062 -0.019  -0.0053
N: 0.485 1.693 0.132  0.0459
C: 1.073 0.393 -0.377  -0.3460
C: 2.288 -0.488 -0.277  0.0302
C: 0.883 -0.705 0.537  -0.3180
N: -0.266 -1.281 0.113  0.0844
H: -1.445 1.858 0.001  0.1611
H: 0.266 1.824 1.215  0.1683
H: 0.809 0.268 -1.447  0.1628
H: 2.164 -1.100 -1.233  0.1183
H: 3.247 -0.633 0.314  0.1096
H: 0.836 -0.288 1.495  0.1275
H: -0.516 -2.073 0.763  0.1731

Cartesian forces (eV/Å) of the 2 atoms listed first:
3.118 1.008 0.958
-5.343 -3.083 -0.979

Entry 4:
A cluster of 9 separate species, C17H52N2O17 in total. Source: the Open Molecules 2025 dataset; level of theory: ωB97M-V/def2-TZVPD.

Summary:
Frontier orbital gap (eV): 9.39
Calculated total energy (eV): -56253.2206
Multiplicity: 1
ΔE to the lowest compared entry with this formula, charge and spin (kcal/mol): 88.9
Lowest unoccupied orbital energy (eV): 0.040
SMILES: NC(N)=O.OCCO.OCCO.OCCO.OCCO.OCCO.OCCO.OCCO.OCCO

Last column: Löwdin charge in e.
Geometry (Å):
N: 2.405 1.507 -2.121  0.1796
C: 2.070 2.764 -2.463  -0.6927
N: 0.915 2.733 -3.228  0.1429
O: 2.679 3.792 -2.255  0.0436
H: 1.679 0.817 -2.250  0.0855
H: 3.369 1.224 -2.018  0.1100
H: 0.457 3.626 -3.344  0.0871
H: 0.445 2.006 -3.748  0.1053
O: 0.150 -2.440 4.236  -0.0714
C: -0.426 -3.034 3.115  -0.2429
C: 0.393 -4.208 2.533  -0.2066
O: 0.365 -5.161 3.581  -0.0508
H: -0.305 -1.637 4.501  0.1007
H: -1.449 -3.387 3.241  0.1289
H: -0.435 -2.258 2.350  0.0998
H: 1.449 -3.939 2.492  0.1286
H: -0.154 -4.399 1.610  0.1158
H: -0.068 -4.563 4.195  0.0557
O: 0.744 -4.394 -2.766  -0.0565
C: 0.783 -4.847 -1.427  -0.2238
C: 2.117 -5.649 -1.137  -0.2860
O: 2.530 -6.298 -2.242  -0.0600
H: 1.576 -3.914 -2.780  0.0528
H: 0.861 -4.105 -0.632  0.0875
H: -0.129 -5.433 -1.311  0.1208
H: 1.791 -6.511 -0.554  0.1101
H: 2.964 -5.161 -0.655  0.1122
H: 1.841 -6.129 -2.889  0.0790
O: 0.276 -1.226 -0.881  -0.0697
C: 0.139 -0.218 0.111  -0.2228
C: -0.816 0.960 -0.323  -0.2003
O: -2.070 0.464 -0.785  -0.0717
H: -0.641 -1.376 -1.120  0.0823
H: -0.265 -0.766 0.962  0.0795
H: 1.127 0.065 0.473  0.1075
H: -0.318 1.651 -1.003  0.0786
H: -0.972 1.445 0.641  0.1092
H: -2.797 0.599 -0.172  0.0517
O: 2.644 -1.630 -4.135  -0.0613
C: 3.957 -1.712 -3.607  -0.2315
C: 4.049 -2.872 -2.616  -0.2522
O: 3.238 -2.728 -1.495  -0.0506
H: 2.690 -1.055 -4.902  0.0858
H: 4.667 -1.813 -4.427  0.1250
H: 4.159 -0.819 -3.015  0.0999
H: 5.087 -2.882 -2.282  0.1222
H: 3.909 -3.852 -3.072  0.1187
H: 2.569 -2.047 -1.598  0.0670
O: 2.494 -1.320 4.150  -0.0770
C: 1.863 -0.062 4.506  -0.2187
C: 1.325 0.879 3.406  -0.2575
O: 0.800 2.117 3.759  -0.0557
H: 1.851 -2.018 4.298  0.0288
H: 1.201 -0.242 5.353  0.1123
H: 2.650 0.443 5.067  0.1115
H: 0.448 0.323 3.075  0.0827
H: 1.908 0.913 2.485  0.1192
H: 0.823 2.700 2.997  0.0266
O: -5.203 -2.264 1.502  -0.0718
C: -4.819 -1.415 2.628  -0.2141
C: -4.549 -0.052 2.136  -0.2296
O: -3.229 -0.028 1.583  -0.0693
H: -5.256 -1.686 0.738  0.0655
H: -5.713 -1.378 3.250  0.1162
H: -4.020 -1.903 3.186  0.1179
H: -4.729 0.657 2.944  0.1283
H: -5.252 0.261 1.365  0.1280
H: -2.689 0.653 1.992  0.0920
O: 0.970 4.030 1.776  -0.0844
C: 1.468 4.551 0.504  -0.1657
C: 0.273 4.863 -0.444  -0.2523
O: -0.698 5.665 0.190  -0.0451
H: 0.478 4.721 2.227  0.0926
H: 2.121 5.417 0.610  0.1210
H: 2.108 3.782 0.071  0.0977
H: -0.136 3.869 -0.623  0.0852
H: 0.652 5.185 -1.413  0.1103
H: -0.846 6.335 -0.482  0.0783
O: -4.030 5.692 -3.429  -0.0597
C: -3.058 5.093 -2.538  -0.1971
C: -3.355 3.528 -2.223  -0.2297
O: -4.189 3.497 -1.112  -0.0587
H: -4.869 5.611 -2.970  0.0712
H: -2.104 5.018 -3.058  0.0912
H: -2.703 5.672 -1.686  0.0967
H: -2.448 2.938 -2.089  0.0903
H: -3.734 2.994 -3.094  0.1172
H: -5.052 3.776 -1.427  0.0829

Cartesian forces (eV/Å) of the 2 atoms listed first:
0.527 -0.989 0.682
-0.508 -0.294 -1.901

Entry 5:
A cluster of 14 separate species, C56H112O14 in total. Source: the Open Molecules 2025 dataset; level of theory: ωB97M-V/def2-TZVPD.

Summary:
Frontier orbital gap (eV): 9.84
Calculated total energy (eV): -88545.9965
Multiplicity: 1
ΔE to the lowest compared entry with this formula, charge and spin (kcal/mol): 29.0
Lowest unoccupied orbital energy (eV): 0.486

Last column: Löwdin charge in e.
Geometry (Å):
C: -11.805 -9.700 -3.188  -0.1765
C: -12.078 -10.433 -4.491  -0.1519
C: -11.098 -9.675 -5.442  -0.1817
O: -10.136 -8.997 -4.629  -0.1274
C: -10.329 -9.432 -3.284  -0.2053
H: -12.110 -10.197 -2.265  0.1125
H: -12.358 -8.756 -3.222  0.1127
H: -13.097 -10.401 -4.883  0.0918
H: -11.852 -11.489 -4.335  0.0825
H: -11.682 -8.943 -6.004  0.1136
H: -10.653 -10.380 -6.147  0.0824
H: -10.098 -8.617 -2.591  0.1208
H: -9.640 -10.248 -3.053  0.1215
C: -16.572 -7.620 -4.128  -0.1456
C: -16.906 -7.644 -5.612  -0.1552
C: -16.346 -8.968 -6.163  -0.1800
O: -16.354 -9.803 -5.012  -0.1836
C: -16.029 -9.031 -3.871  -0.1963
H: -17.422 -7.441 -3.470  0.1084
H: -15.881 -6.800 -3.930  0.1074
H: -16.508 -6.781 -6.154  0.1076
H: -17.972 -7.564 -5.833  0.1078
H: -15.354 -9.025 -6.629  0.1081
H: -16.993 -9.412 -6.925  0.1171
H: -14.941 -9.108 -3.753  0.1053
H: -16.533 -9.464 -3.005  0.1103
C: -14.829 -12.548 -0.333  -0.1640
C: -15.284 -12.300 1.083  -0.1425
C: -16.085 -13.574 1.439  -0.1775
O: -15.547 -14.586 0.574  -0.1633
C: -15.156 -14.012 -0.672  -0.1913
H: -13.770 -12.368 -0.558  0.1000
H: -15.219 -11.854 -1.086  0.0991
H: -16.011 -11.487 1.079  0.1059
H: -14.462 -12.155 1.775  0.1110
H: -17.162 -13.541 1.256  0.1068
H: -15.916 -13.832 2.482  0.1168
H: -15.958 -14.088 -1.417  0.0979
H: -14.325 -14.627 -1.019  0.1041
C: -14.079 -17.646 -1.606  -0.1460
C: -14.305 -18.769 -2.633  -0.1513
C: -14.043 -20.045 -1.846  -0.2135
O: -13.787 -19.682 -0.499  -0.1294
C: -14.388 -18.402 -0.311  -0.1970
H: -14.846 -16.877 -1.699  0.0727
H: -13.071 -17.257 -1.503  0.0967
H: -13.534 -18.624 -3.397  0.1004
H: -15.247 -18.805 -3.179  0.1010
H: -13.264 -20.705 -2.237  0.1169
H: -14.908 -20.724 -1.903  0.1135
H: -13.970 -17.952 0.589  0.1233
H: -15.465 -18.517 -0.130  0.1172
C: -7.892 -13.156 -6.629  -0.1482
C: -8.587 -14.503 -6.603  -0.1712
C: -10.016 -14.147 -6.223  -0.1831
O: -9.870 -12.987 -5.383  -0.1801
C: -8.538 -12.458 -5.413  -0.1759
H: -8.242 -12.555 -7.471  0.1135
H: -6.807 -13.219 -6.620  0.1147
H: -8.111 -15.212 -5.925  0.1034
H: -8.526 -14.915 -7.616  0.1139
H: -10.517 -14.953 -5.687  0.1053
H: -10.580 -13.841 -7.109  0.1086
H: -8.098 -12.649 -4.434  0.1119
H: -8.585 -11.395 -5.652  0.1082
C: -13.777 -15.184 -4.906  -0.1167
C: -13.581 -13.686 -4.821  -0.1639
C: -14.966 -13.058 -5.040  -0.1673
O: -15.853 -14.103 -4.671  -0.1482
C: -15.231 -15.311 -4.362  -0.1957
H: -12.983 -15.763 -4.440  0.0923
H: -13.856 -15.527 -5.942  0.1025
H: -12.901 -13.378 -5.622  0.0983
H: -13.196 -13.291 -3.880  0.0963
H: -15.158 -12.818 -6.089  0.1047
H: -15.105 -12.175 -4.415  0.1075
H: -15.791 -16.167 -4.747  0.1074
H: -15.184 -15.400 -3.265  0.0833
C: -19.283 -17.759 -7.145  -0.1434
C: -19.494 -18.860 -6.087  -0.1516
C: -18.072 -19.166 -5.635  -0.2117
O: -17.189 -18.200 -6.167  -0.1649
C: -17.947 -17.110 -6.732  -0.1684
H: -20.127 -17.069 -7.072  0.1032
H: -19.272 -18.165 -8.154  0.1125
H: -20.033 -19.713 -6.495  0.1105
H: -20.101 -18.473 -5.268  0.0925
H: -17.738 -20.137 -6.011  0.1185
H: -18.015 -19.166 -4.542  0.0967
H: -17.340 -16.815 -7.589  0.1007
H: -17.991 -16.298 -6.002  0.1070
C: -18.390 -12.330 -3.066  -0.1732
C: -18.986 -12.804 -1.758  -0.1686
C: -19.378 -11.470 -1.113  -0.1752
O: -19.575 -10.573 -2.206  -0.1335
C: -19.318 -11.174 -3.471  -0.1870
H: -18.233 -13.102 -3.819  0.0854
H: -17.421 -11.860 -2.861  0.1043
H: -18.263 -13.400 -1.193  0.0862
H: -19.776 -13.527 -1.982  0.1150
H: -18.517 -11.113 -0.547  0.1122
H: -20.258 -11.679 -0.507  0.1191
H: -18.816 -10.473 -4.138  0.1068
H: -20.195 -11.558 -4.008  0.1114
C: -9.349 -16.232 -3.066  -0.1704
C: -10.723 -15.916 -2.536  -0.1726
C: -10.780 -14.385 -2.602  -0.1798
O: -9.430 -14.052 -2.285  -0.1359
C: -8.493 -15.091 -2.511  -0.1830
H: -9.352 -16.290 -4.158  0.0938
H: -8.975 -17.217 -2.771  0.1158
H: -10.788 -16.273 -1.503  0.1163
H: -11.456 -16.501 -3.098  0.0910
H: -11.462 -13.937 -1.876  0.1156
H: -11.134 -14.063 -3.584  0.0769
H: -7.940 -15.361 -1.615  0.1200
H: -7.842 -14.799 -3.342  0.1022
C: -19.796 -12.597 -7.216  -0.1515
C: -20.204 -13.616 -8.275  -0.1639
C: -18.889 -14.249 -8.702  -0.1909
O: -17.913 -13.847 -7.724  -0.1543
C: -18.608 -13.329 -6.600  -0.2240
H: -20.594 -12.427 -6.495  0.1078
H: -19.452 -11.668 -7.672  0.1168
H: -20.754 -13.110 -9.070  0.1121
H: -20.894 -14.359 -7.866  0.1070
H: -18.473 -13.758 -9.588  0.1171
H: -18.935 -15.328 -8.858  0.1004
H: -17.889 -12.721 -6.049  0.1080
H: -18.973 -14.112 -5.920  0.1123
C: -14.243 -19.802 -7.079  -0.1522
C: -12.812 -20.258 -7.363  -0.1704
C: -12.062 -18.979 -7.473  -0.2193
O: -12.706 -18.127 -6.530  -0.1420
C: -14.112 -18.354 -6.578  -0.2051
H: -14.812 -20.521 -6.489  0.1048
H: -14.853 -19.773 -7.992  0.1068
H: -12.659 -20.926 -8.214  0.1157
H: -12.531 -20.861 -6.494  0.1131
H: -12.116 -18.547 -8.483  0.1040
H: -10.979 -19.049 -7.350  0.1232
H: -14.548 -17.640 -7.280  0.0825
H: -14.662 -18.240 -5.644  0.0899
C: -17.980 -16.448 -2.072  -0.1558
C: -19.145 -17.234 -2.696  -0.1411
C: -20.313 -16.992 -1.705  -0.1831
O: -19.765 -16.238 -0.632  -0.1416
C: -18.347 -16.360 -0.619  -0.2005
H: -17.880 -15.452 -2.513  0.0989
H: -17.035 -16.961 -2.264  0.0935
H: -18.866 -18.287 -2.636  0.1005
H: -19.345 -16.962 -3.729  0.0941
H: -20.742 -17.957 -1.429  0.1126
H: -21.086 -16.352 -2.130  0.1140
H: -18.066 -17.230 -0.005  0.1237
H: -17.945 -15.540 -0.021  0.1001
C: -11.889 -11.413 -8.779  -0.1894
C: -13.087 -12.266 -8.757  -0.2071
C: -14.144 -11.323 -8.214  -0.1923
O: -13.840 -10.113 -8.925  -0.1467
C: -12.410 -10.031 -9.191  -0.1476
H: -11.144 -11.857 -9.447  0.1200
H: -11.450 -11.419 -7.774  0.0897
H: -12.970 -13.209 -8.208  0.1002
H: -13.341 -12.645 -9.755  0.1194
H: -14.106 -11.158 -7.135  0.0988
H: -15.123 -11.662 -8.557  0.1245
H: -11.892 -9.272 -8.609  0.1068
H: -12.301 -9.917 -10.268  0.1174
C: -13.899 -16.570 -9.592  -0.1819
C: -14.965 -15.565 -9.221  -0.1606
C: -15.938 -15.580 -10.393  -0.1846
O: -15.199 -16.134 -11.479  -0.1293
C: -13.857 -16.463 -11.095  -0.1943
H: -14.156 -17.618 -9.402  0.1034
H: -12.905 -16.432 -9.164  0.1162
H: -14.483 -14.584 -9.145  0.0858
H: -15.367 -15.666 -8.210  0.0965
H: -16.248 -14.552 -10.587  0.1137
H: -16.808 -16.191 -10.141  0.1090
H: -13.239 -15.619 -11.433  0.1187
H: -13.519 -17.363 -11.606  0.1203

Cartesian forces (eV/Å) of the 2 atoms listed first:
-0.917 -0.111 0.073
0.393 -0.163 -0.117